Entry P
Molecular formula: C5H8OS2
Method: DFT, ωB97M-V with the def2-TZVPD basis set

XYZ file:
```
16
Properties=species:S:1:pos:R:3:nbo_charge:R:1
C -0.0929 1.3279 1.4413 -0.6150
C -0.0151 0.4871 0.0946 -0.2957
S 0.2143 1.6398 -1.2560 0.0354
C 1.0155 -0.6454 0.0748 -0.4663
C 0.3317 -1.5713 -0.9167 -0.0956
O -1.0752 -1.3790 -0.8036 -0.4909
C -1.3202 -0.2071 -0.1179 0.2017
S -2.8083 0.0819 0.4186 0.0174
H 0.4746 2.3014 1.3132 0.2183
H 0.3655 0.7039 2.2588 0.2190
H -1.1933 1.6785 1.5822 0.2596
H -0.4798 0.9170 -2.1783 0.1301
H 1.2681 -1.0703 1.0509 0.2291
H 2.0937 -0.2721 -0.0502 0.2509
H 0.5068 -1.3806 -2.0576 0.1887
H 0.7145 -2.6116 -0.8540 0.2131
```

## Properties
HOMO-LUMO gap, eV: 9.109
Structure (SMILES): C[C@@]1(S)CCOC1=S

=====

Entry Q
Molecular formula: C5H8OS2
Method: DFT, ωB97M-V with the def2-TZVPD basis set

XYZ file:
```
16
Properties=species:S:1:pos:R:3:nbo_charge:R:1
C 0.2900 1.7082 -0.0688 -0.6189
C 0.0587 0.3538 0.2644 -0.2415
C 1.1611 -0.7180 0.3743 -0.4272
C -0.0455 -0.8600 -0.4712 0.0480
C -2.2513 -1.3156 0.0408 -0.0065
H 1.1296 2.0598 -0.9090 0.2293
H -0.7091 1.9937 -0.3289 0.2393
H 0.4436 2.4371 0.9312 0.2139
H -0.3871 0.3613 1.3020 0.2553
H 1.2465 -1.0220 1.4792 0.2437
H 3.1306 0.9783 -0.3510 0.1099
H -0.0189 -1.2433 -1.4708 0.2485
H -2.9761 -2.2562 0.2107 0.2067
O -0.9833 -1.6680 0.1269 -0.4737
S 2.6906 -0.8139 -0.5515 0.0025
S -2.7795 0.0046 -0.5782 -0.0294
```

## Properties
HOMO-LUMO gap, eV: 8.708

=====

Energy relative to the most stable one, in kcal/mol: entry P 0.0; entry Q 97.7

=====

Entry P
Molecular formula: C23H42AuCl3N4O3SSi
Method: DFT, ωB97M-V with the def2-TZVPD basis set

XYZ file:
```
78
Properties=species:S:1:pos:R:3:lowdin_spin:R:1
C -1.5728 -2.0037 -3.0640 0.0028
C -1.1167 -2.9394 -1.9909 0.0028
H -1.1035 -2.2427 -4.0264 0.0000
H -1.3379 -0.9658 -2.7825 0.0011
H -2.6642 -2.0786 -3.2075 0.0002
C -0.7326 -4.2098 -2.1974 0.0083
C -0.6993 -4.8810 -3.5273 0.0016
H -0.4403 -4.8413 -1.3539 0.0006
H -0.8905 -4.1875 -4.3533 0.0000
H -1.4397 -5.6902 -3.5847 0.0004
H 0.2827 -5.3471 -3.6770 0.0005
Au 0.1877 0.1895 0.5878 0.5756
Cl -2.5028 -0.0655 1.4117 0.0103
Cl -0.5912 1.5084 -1.1300 0.1166
H 0.5081 4.7827 3.9017 0.0000
H -1.6513 5.5622 2.8224 0.0000
C 0.8624 4.4192 2.9310 0.0013
C -1.2308 5.2243 1.8659 0.0012
N -0.2863 4.1319 2.0825 0.0009
H 1.4584 3.5130 3.0506 0.0006
C -0.4646 2.9301 1.5682 0.0061
O 0.4142 2.0246 1.7600 0.1020
H -2.0393 4.8833 1.2119 0.0001
H -1.3701 2.7428 0.9760 0.0001
H 1.4657 5.2102 2.4713 -0.0001
H -0.7289 6.0823 1.3994 0.0001
H 1.6582 -1.4177 -2.7889 -0.0002
H 2.1097 -3.6260 -1.5740 0.0004
C 2.5325 -0.9419 -2.3301 -0.0004
C 3.0942 -3.1586 -1.4151 0.0005
N 2.9535 -1.7353 -1.1958 0.0054
H 2.2751 0.0650 -1.9958 0.0000
C 3.4721 -1.1462 -0.0803 -0.0003
O 3.6008 0.0584 0.0886 0.0018
H 3.5697 -3.6077 -0.5307 0.0000
H 3.7582 -1.8973 0.6894 -0.0001
H 3.3341 -0.9053 -3.0842 0.0003
H 3.7051 -3.3632 -2.3097 0.0000
O 0.0489 -1.4501 -0.6982 0.8322
C -1.0521 -2.2888 -0.6083 0.0761
C 0.2172 -3.9174 0.8561 0.0117
C -0.9669 -3.2524 0.5620 0.0515
H 1.1169 -3.6337 0.3048 0.0011
C 0.2240 -4.9282 1.8263 0.0011
H -1.9708 -1.6987 -0.4770 0.0302
C -2.1095 -3.4907 1.3258 0.0075
H 1.1564 -5.4498 2.0479 0.0003
C -0.9589 -5.2534 2.5047 0.0053
C -2.1278 -4.5241 2.2600 0.0026
H -2.9701 -2.8443 1.1570 0.0004
H -0.9677 -6.0641 3.2387 0.0002
H -3.0557 -4.7617 2.7908 0.0003
Si -0.3334 3.8366 -3.6947 0.0008
Cl -0.5269 1.7973 -4.1431 0.0056
C 1.4764 4.1943 -3.3842 0.0000
C -1.3942 4.4385 -2.2668 0.0034
C -0.9361 4.6303 -5.2920 0.0000
H 1.9518 3.3963 -2.7984 0.0000
H 1.5740 5.1356 -2.8240 0.0000
H 2.0095 4.3015 -4.3375 0.0000
H -0.2275 4.4363 -6.1119 0.0000
H -1.0441 5.7151 -5.1818 0.0000
H -1.9119 4.2170 -5.5909 0.0000
H -1.1666 3.8815 -1.3439 0.0018
H -2.4660 4.3094 -2.4803 0.0000
H -1.2039 5.5072 -2.0731 0.0003
S 1.0591 -1.1113 2.3167 0.0867
C 0.3869 -0.3229 3.6783 0.0191
N 1.1328 0.0072 4.7456 0.0117
C 0.3274 0.4525 5.8676 0.0012
C -1.0776 0.4752 5.2802 0.0007
N -0.8983 -0.0608 3.9467 0.0057
H 2.1297 -0.1684 4.7794 0.0008
H 0.6597 1.4386 6.2038 0.0005
H 0.4036 -0.2562 6.6938 0.0002
H -1.4866 1.4906 5.2415 0.0001
H -1.7545 -0.1645 5.8542 0.0004
H -1.6466 -0.0957 3.2048 0.0004
```

## Properties
HOMO-LUMO gap (spin up / spin down), eV: 7.419 / 5.465
Spin multiplicity: 3

=====

Entry Q
Molecular formula: C23H42AuCl3N4O3SSi
Method: DFT, ωB97M-V with the def2-TZVPD basis set

XYZ file:
```
78
Properties=species:S:1:pos:R:3:lowdin_spin:R:1
C -1.8925 -2.2675 -3.7712 0.0003
C -1.3426 -2.9717 -2.5727 0.0456
H -1.2070 -2.3238 -4.6325 -0.0006
H -2.0554 -1.2191 -3.4982 0.0008
H -2.8504 -2.6966 -4.0984 0.0007
C -0.9601 -4.2576 -2.5790 0.0462
C -0.9989 -5.1532 -3.7792 0.0095
H -0.5721 -4.7032 -1.6581 0.0021
H -0.7687 -4.6114 -4.7131 0.0006
H -1.9747 -5.6632 -3.8884 0.0017
H -0.2311 -5.9309 -3.6606 0.0014
Au -1.4667 0.9198 0.9827 0.4045
Cl -3.5567 -0.7973 2.6085 0.3271
Cl -3.1451 2.3761 0.4359 0.0585
H 0.8566 5.8101 4.0247 0.0000
H -1.9675 6.2157 3.3888 0.0000
C 0.8429 5.3378 3.0300 0.0000
C -1.5415 5.8424 2.4416 0.0000
N -0.4919 4.8562 2.6758 -0.0003
H 1.5281 4.4843 3.0100 0.0000
C -0.8188 3.5610 2.9349 0.0064
O -0.0808 2.7713 3.5387 0.0058
H -2.3626 5.4258 1.8424 0.0000
H -1.8194 3.2854 2.5297 0.0041
H 1.1551 6.1007 2.3062 0.0000
H -1.1173 6.6957 1.9053 0.0000
H 1.8324 -1.1423 -3.4285 0.0003
H 2.1530 -3.4019 -2.3813 0.0001
C 2.6821 -0.7364 -2.8693 0.0003
C 3.0787 -2.9864 -1.9532 0.0003
N 2.9630 -1.5650 -1.7266 -0.0004
H 2.4685 0.2792 -2.5366 0.0001
C 3.4555 -1.0095 -0.5814 0.0005
O 3.5843 0.1932 -0.3729 0.0007
H 3.3017 -3.4667 -0.9908 0.0000
H 3.7605 -1.7875 0.1484 0.0001
H 3.5538 -0.7121 -3.5376 0.0001
H 3.9085 -3.1882 -2.6494 0.0000
O -0.0314 -1.4334 -1.6595 0.7263
C -1.1662 -2.0749 -1.3412 0.0708
C 0.3102 -3.2870 0.2709 0.0001
C -0.9605 -2.7811 -0.0012 0.0011
H 1.0945 -3.1077 -0.4596 0.0003
C 0.5696 -3.9474 1.4648 -0.0003
H -2.0971 -1.4661 -1.2508 0.0312
C -1.9616 -2.8901 0.9465 0.0022
H 1.5798 -4.3413 1.6108 0.0000
C -0.4500 -4.0952 2.4205 0.0004
C -1.7052 -3.5399 2.1594 0.0002
H -2.9203 -2.4160 0.7360 -0.0004
H -0.2506 -4.6362 3.3570 0.0001
H -2.5270 -3.5899 2.8670 0.0014
Si 0.1195 2.7667 -2.8146 0.0149
Cl -0.2352 0.8787 -1.9544 0.0870
C 1.8261 3.2381 -2.1845 0.0007
C -1.1525 3.8946 -2.0310 0.0041
C 0.0798 2.4077 -4.6545 0.0025
H 2.0430 2.8681 -1.1721 0.0000
H 1.8977 4.3341 -2.1654 0.0002
H 2.6066 2.8614 -2.8580 0.0000
H 1.0054 1.8872 -4.9551 0.0000
H -0.0026 3.3258 -5.2566 0.0005
H -0.7696 1.7737 -4.9412 0.0001
H -0.6857 4.4880 -1.2264 0.0002
H -2.0088 3.3763 -1.5719 0.0003
H -1.5219 4.6212 -2.7665 0.0006
S 0.4660 -0.2922 1.5077 0.1182
C 0.1991 -0.3085 3.2057 0.0191
N 1.1472 -0.1690 4.1536 0.0030
C 0.5519 0.1180 5.4561 0.0004
C -0.9433 0.0495 5.1539 0.0006
N -0.9909 -0.4320 3.7950 0.0012
H 2.1098 0.0599 3.9181 0.0008
H 0.8517 1.1028 5.8290 0.0000
H 0.8209 -0.6420 6.1925 0.0001
H -1.3746 1.0557 5.2443 -0.0001
H -1.4845 -0.6569 5.7790 0.0006
H -1.9422 -0.5640 3.2721 -0.0048
```

## Properties
HOMO-LUMO gap (spin up / spin down), eV: 9.018 / 5.014
Spin multiplicity: 3

=====

Energy relative to the most stable one, in kcal/mol: entry P 0.0; entry Q 19.9